[1]
This record from the Open Molecules 2025 dataset describes C36H90InN6Na2O16P as an isolated structure at a distorted geometry. The level of theory is the ωB97M-V functional and the def2-TZVPD basis.

```
152
Properties=species:S:1:pos:R:3:forces:R:3
In -2.834 0.575 -1.370 0.83 -0.40 0.95
Na -0.515 3.824 -0.092 0.03 -0.62 0.93
Na 1.046 2.452 -2.526 0.19 -0.98 0.31
P 0.454 1.020 -0.033 -3.25 -2.68 -1.51
O 0.115 0.596 -1.544 0.58 0.11 0.99
O 1.294 2.264 -0.195 1.32 2.16 -0.23
O 1.005 -0.081 0.900 0.50 0.49 -0.52
O -0.951 1.398 0.538 -0.34 1.20 -0.07
C -5.317 2.975 0.044 -0.23 0.69 -1.00
O -4.679 1.822 0.488 0.90 0.05 1.69
C -4.415 1.810 1.940 -0.62 -0.99 -0.95
C -4.147 0.354 2.362 -0.41 1.60 -0.50
N -2.992 -0.154 1.628 0.19 -0.66 0.36
C -2.216 -1.107 2.407 0.36 -1.00 0.31
C -1.214 -0.428 3.357 -0.83 -1.16 0.61
O -1.730 -0.374 4.704 1.72 1.49 -0.21
C -0.749 0.278 5.602 -0.82 -1.37 -0.54
H -6.323 3.119 0.438 -0.26 -0.42 -0.03
H -5.312 2.901 -1.044 -0.54 -0.11 -0.10
H -4.840 3.941 0.207 0.74 -0.03 0.60
H -5.302 2.205 2.436 -0.15 -0.08 0.10
H -3.575 2.441 2.232 0.25 0.19 -0.44
H -5.053 -0.220 2.166 0.12 -0.26 -0.11
H -4.044 0.432 3.444 0.42 -0.36 0.28
H -2.257 0.533 1.534 -0.34 1.13 -0.76
H -1.594 -1.754 1.788 0.02 0.26 -0.72
H -2.864 -1.844 2.883 -0.12 0.25 0.54
H -0.918 0.513 2.893 -0.10 0.41 0.42
H -0.302 -1.024 3.371 0.36 -0.28 0.10
H 0.063 0.806 5.102 -0.62 0.73 -0.48
H -0.155 -0.480 6.114 -0.41 -0.44 0.40
H -1.342 0.852 6.313 0.42 0.18 -0.10
C -8.104 0.034 1.755 -1.95 -1.41 0.89
O -7.230 -1.004 1.464 3.55 -0.01 0.58
C -6.783 -1.043 0.115 -1.29 -2.51 -0.15
C -5.924 -2.379 -0.229 0.02 1.70 0.52
N -4.931 -2.112 -1.308 0.16 0.28 1.61
C -4.053 -3.225 -1.731 -1.29 -0.10 -0.96
C -2.663 -3.514 -1.060 -3.59 0.75 -0.03
O -1.834 -2.495 -1.510 0.73 -1.00 -0.78
C -0.502 -2.744 -1.190 2.05 1.01 1.12
H -8.224 0.865 1.060 0.67 0.11 0.08
H -8.001 0.256 2.817 0.46 0.81 -0.19
H -9.040 -0.524 1.767 -0.96 0.64 -0.23
H -6.385 -0.103 -0.269 0.37 -0.06 0.18
H -7.787 -1.262 -0.248 0.17 0.38 -1.97
H -6.651 -3.178 -0.377 -0.18 -0.09 -0.94
H -5.422 -2.785 0.650 0.48 0.68 0.24
H -5.370 -1.696 -2.117 -0.12 -0.17 0.06
H -3.956 -2.994 -2.792 1.01 -0.09 -0.13
H -4.726 -4.078 -1.826 0.43 -0.87 0.62
H -2.421 -4.561 -1.243 0.69 0.14 -0.67
H -2.836 -3.466 0.015 0.29 0.25 0.47
H -0.389 -2.749 -0.106 0.00 0.52 0.47
H 0.133 -1.962 -1.607 -0.40 0.47 0.29
H 0.096 -3.622 -1.434 -1.21 -1.03 -1.07
C -2.622 1.958 -9.591 -1.09 -0.24 1.19
O -2.827 1.365 -8.246 -0.01 0.36 -2.40
C -1.914 0.291 -8.042 -0.54 -0.52 -1.18
C -2.469 -0.575 -6.947 0.16 0.86 1.55
N -2.151 0.139 -5.653 0.39 -0.66 -2.15
C -0.779 -0.252 -5.202 -2.10 0.84 1.24
C -0.773 -1.681 -4.672 1.61 0.60 -1.85
O -0.204 -2.505 -5.761 -0.42 1.22 1.73
C -0.016 -3.803 -5.280 -0.74 -0.68 -0.65
H -2.802 1.336 -10.468 1.35 -1.48 0.32
H -1.679 2.504 -9.553 -0.17 0.03 -0.57
H -3.489 2.534 -9.914 0.01 1.25 1.39
H -0.908 0.697 -7.939 0.20 -0.13 0.67
H -1.855 -0.340 -8.928 -0.14 0.01 -0.46
H -2.149 -1.617 -6.910 0.75 0.07 -0.33
H -3.539 -0.694 -7.117 -0.18 0.61 0.16
H -2.860 -0.094 -4.973 0.31 -0.12 0.40
H -0.669 0.502 -4.422 0.62 -0.41 0.74
H 0.044 -0.041 -5.885 -0.48 -0.27 -0.53
H -1.809 -1.940 -4.453 0.11 -0.53 0.20
H -0.122 -1.715 -3.799 -0.09 -0.47 0.16
H 0.551 -3.861 -4.350 0.31 0.08 -0.02
H 0.410 -4.386 -6.096 0.37 -0.02 0.23
H -1.002 -4.232 -5.107 -0.19 -0.36 0.33
C 3.597 -3.734 -3.443 0.32 -0.25 0.01
O 2.646 -3.710 -2.399 -0.42 0.63 0.05
C 3.041 -3.096 -1.184 0.28 1.47 -0.16
C 3.192 -1.508 -1.331 0.16 -0.38 -0.42
N 3.586 -0.734 -0.107 0.42 -0.18 -0.64
C 4.027 0.686 -0.377 0.58 -1.20 -0.58
C 5.536 0.859 -0.747 -1.12 -1.15 -1.34
O 5.778 0.509 -2.154 0.55 0.74 1.04
C 7.157 0.658 -2.588 -0.92 -0.10 0.43
H 3.090 -4.042 -4.357 -0.06 -0.20 0.18
H 4.381 -4.445 -3.183 0.17 -0.17 -0.17
H 4.084 -2.788 -3.680 -0.15 0.31 0.32
H 3.924 -3.582 -0.768 0.40 0.12 -0.06
H 2.224 -3.305 -0.493 -0.13 0.09 0.08
H 2.234 -1.184 -1.736 -0.57 0.19 0.42
H 3.822 -1.233 -2.177 0.72 -0.39 0.30
H 2.685 -0.573 0.320 -0.31 -0.01 0.39
H 3.880 1.288 0.520 -0.12 -0.23 0.28
H 3.295 1.072 -1.087 0.49 0.54 -0.47
H 6.068 0.140 -0.125 0.30 0.14 0.20
H 5.849 1.884 -0.548 0.13 0.08 -0.05
H 7.815 -0.115 -2.191 -0.24 -0.50 -0.14
H 7.648 1.573 -2.255 -0.45 0.50 -0.01
H 7.097 0.640 -3.676 0.28 -0.11 0.14
C 5.308 0.987 4.563 0.83 0.20 -0.21
O 4.970 -0.404 4.761 1.99 1.71 -0.38
C 3.658 -0.660 4.585 -1.62 -0.66 1.17
C 3.360 -1.075 3.184 0.16 1.37 -1.81
N 2.021 -1.538 2.863 2.60 -2.99 -0.45
C 1.751 -2.988 2.613 -0.78 1.62 -0.22
C 1.851 -3.868 3.813 -0.47 -0.10 0.59
O 1.724 -5.243 3.506 0.93 1.93 0.10
C 0.459 -5.600 2.941 1.29 -0.64 0.05
H 6.283 1.090 4.087 0.29 -0.57 0.37
H 5.336 1.533 5.506 -0.13 -0.20 0.12
H 4.713 1.565 3.857 -0.89 -0.48 0.03
H 3.050 0.198 4.870 -0.36 -0.10 0.24
H 3.433 -1.544 5.181 -0.30 0.16 0.54
H 4.231 -1.624 2.825 -0.50 -1.46 0.16
H 3.452 -0.248 2.481 0.04 0.71 0.36
H 1.782 -0.973 2.061 -2.25 1.27 -1.01
H 2.481 -3.266 1.853 0.27 0.01 -0.24
H 0.753 -3.023 2.177 0.05 -0.01 -0.20
H 1.027 -3.599 4.473 -0.09 0.17 0.34
H 2.777 -3.595 4.320 0.22 -0.85 0.16
H 0.570 -5.671 1.859 -0.03 -0.42 -0.11
H -0.361 -4.897 3.087 -0.03 -0.09 0.79
H 0.442 -6.560 3.458 -1.58 -0.23 -0.71
C 1.109 5.676 6.099 -0.68 -1.64 -0.88
O 1.406 4.620 5.099 1.31 0.42 0.15
C 0.332 3.945 4.390 0.02 0.25 2.55
C 0.569 3.088 3.149 -0.52 1.10 1.99
N 0.891 3.913 2.058 1.60 0.80 -2.35
C 2.248 4.508 2.207 0.93 0.41 -0.25
C 2.955 4.740 0.816 0.15 0.81 0.29
O 4.148 5.573 0.958 -1.99 -2.16 2.06
C 4.764 6.070 -0.157 0.75 0.60 -0.83
H 1.997 6.235 6.391 0.19 -0.13 -0.86
H 0.771 5.256 7.046 -0.29 -0.43 -0.07
H 0.312 6.317 5.721 0.12 0.25 -0.08
H -0.372 4.766 4.255 -0.67 -0.48 -0.68
H -0.050 3.192 5.079 -0.60 0.26 0.51
H -0.405 2.612 3.037 -0.14 0.07 -0.42
H 1.258 2.253 3.277 0.48 -0.01 0.39
H 1.151 3.242 1.349 -0.44 -0.49 -0.88
H 2.877 3.817 2.768 0.21 -0.37 -0.01
H 2.262 5.375 2.867 -0.24 0.34 -0.52
H 2.289 5.188 0.080 -0.51 0.82 0.13
H 3.119 3.791 0.305 0.77 -0.39 0.45
H 4.451 5.593 -1.086 -0.33 0.24 -0.20
H 5.843 5.924 -0.113 0.15 -0.30 0.23
H 4.642 7.153 -0.126 -0.27 0.17 -0.71
```
Forces are in eV/Å.

Max |F| = 4.47 eV/A
Calculated total energy = -3813.5751 Eh
LUMO energy (spin up / spin down) = -3.497 / -5.801 eV
2S+1 = 2
HOMO-LUMO gap (spin up / spin down) = 0.2505 / 0.1658 hartree
Net charge = +1
HOMO energy (spin up / spin down) = -10.312 / -10.312 eV

[2]
This record from the Open Molecules 2025 dataset describes C42H42N11O4S4Sm as an isolated structure at a distorted geometry. The level of theory is the ωB97M-V functional and the def2-TZVPD basis.

```
104
Properties=species:S:1:pos:R:3:forces:R:3
Sm 0.085 -0.452 -1.189 0.26 0.16 -0.68
S 2.389 -3.212 -4.453 -0.27 0.20 0.35
C 1.708 -4.375 -3.364 -0.36 0.23 -0.08
C 2.159 -5.650 -3.072 -0.04 0.00 -0.04
C 1.425 -6.408 -2.183 0.07 -0.07 -0.05
C 0.241 -5.917 -1.637 -0.06 -0.03 0.06
C -0.189 -4.632 -1.897 0.07 0.23 -0.10
C 0.574 -3.822 -2.736 0.40 -0.91 -0.25
N 0.332 -2.506 -3.047 -0.28 0.81 -0.09
C 1.176 -2.058 -3.930 0.16 -0.63 0.07
C 1.248 -0.677 -4.377 -0.07 0.92 0.21
C 1.664 -0.396 -5.680 -0.10 -0.18 0.12
C 1.831 0.910 -6.089 0.07 0.07 -0.09
C 1.616 1.928 -5.175 -0.08 0.08 0.02
C 1.183 1.634 -3.892 -0.06 -0.10 0.42
C 0.958 0.331 -3.414 0.36 -0.25 -0.65
H 3.063 -6.026 -3.525 0.09 -0.09 -0.02
H 1.774 -7.393 -1.907 -0.03 -0.09 -0.03
H -0.339 -6.561 -0.992 -0.04 0.01 0.11
H -1.094 -4.229 -1.463 -0.12 0.00 0.08
H 1.834 -1.209 -6.372 0.06 -0.09 -0.13
H 2.134 1.140 -7.100 0.05 -0.04 -0.06
H 1.784 2.956 -5.468 -0.01 0.09 -0.04
H 1.030 2.464 -3.207 0.00 0.01 -0.07
O 4.232 -0.215 0.819 0.00 -0.08 -0.08
C 4.246 0.904 1.539 -0.13 0.25 0.17
C 5.412 1.171 2.267 -0.05 -0.12 -0.04
C 5.526 2.310 3.027 0.01 -0.07 -0.14
C 4.486 3.232 3.073 -0.13 0.19 0.15
C 3.334 2.987 2.363 0.13 -0.02 -0.02
C 3.187 1.832 1.591 0.16 -0.34 -0.02
C 2.001 1.652 0.738 -0.72 0.40 -0.27
O 1.753 0.552 0.173 0.19 0.10 -0.18
N 1.251 2.738 0.565 0.45 -0.32 0.49
N 0.339 2.692 -0.494 0.03 -0.35 -0.35
C 0.433 3.835 -1.050 0.41 0.36 0.70
S 1.702 4.863 -0.312 0.27 0.70 -0.85
C 1.416 6.276 -1.472 0.02 -0.37 0.43
C 0.781 5.755 -2.738 -0.18 -0.26 -0.11
S -0.548 4.577 -2.278 0.00 0.15 -0.15
H 3.358 -0.356 0.394 0.05 -0.14 0.08
H 6.213 0.451 2.204 0.08 -0.08 0.01
H 6.434 2.498 3.578 0.13 0.00 0.07
H 4.590 4.136 3.654 -0.04 0.07 0.08
H 2.524 3.700 2.374 -0.05 0.10 0.03
H 2.393 6.706 -1.680 0.02 0.11 -0.03
H 0.792 7.023 -0.979 -0.03 0.07 -0.10
H 1.505 5.199 -3.335 -0.05 0.12 -0.04
H 0.323 6.546 -3.332 0.03 -0.10 -0.05
S 2.228 -2.356 -0.568 -0.08 0.40 -0.38
C 1.438 -3.112 0.758 0.82 -0.38 -0.52
N 2.088 -4.049 1.404 0.20 0.26 -0.27
N 1.588 -4.827 2.354 0.44 0.09 0.67
C 0.366 -5.447 2.519 -0.74 -0.32 0.01
C -0.687 -5.371 1.601 0.29 0.07 -0.06
C -1.825 -6.133 1.778 0.02 -0.09 0.11
C -1.955 -6.962 2.880 -0.17 -0.05 0.03
C -0.928 -7.028 3.809 -0.08 -0.01 -0.05
C 0.221 -6.285 3.632 0.07 0.15 -0.14
N 0.254 -2.716 1.294 -1.41 1.56 1.25
N -0.164 -1.519 1.093 1.43 -2.05 -0.31
C -1.191 -1.155 1.968 -0.83 0.16 0.73
C -2.251 -2.001 2.291 0.23 0.16 -0.18
C -3.217 -1.576 3.179 0.05 0.04 0.08
C -3.107 -0.335 3.785 -0.06 0.12 0.08
C -2.047 0.506 3.479 -0.21 0.03 0.14
C -1.102 0.111 2.550 0.20 -0.29 -0.34
H 2.323 -5.165 2.968 -0.23 -0.04 -0.38
H -0.595 -4.737 0.738 -0.04 -0.06 0.01
H -2.617 -6.080 1.042 -0.03 0.03 -0.02
H -2.854 -7.542 3.015 -0.09 -0.09 0.05
H -1.021 -7.670 4.673 0.01 -0.03 0.06
H 1.025 -6.359 4.351 0.10 0.01 0.07
H -2.319 -2.967 1.817 0.03 -0.10 -0.06
H -4.060 -2.212 3.407 -0.01 -0.05 0.00
H -3.849 -0.025 4.505 -0.08 0.06 0.06
H -1.960 1.455 3.998 0.05 0.01 -0.02
H -0.240 0.721 2.298 0.04 0.03 0.05
N -1.836 1.332 -2.223 0.19 0.05 0.05
C -2.567 1.605 -0.985 -0.40 -0.42 0.04
C -3.738 2.581 -1.193 0.05 -0.26 0.34
C -4.580 2.850 0.059 0.13 -0.04 -0.04
C -3.770 3.139 1.320 -0.44 -0.35 -0.01
N -2.937 4.320 1.166 -0.04 0.20 -0.20
C -1.632 4.427 1.396 -0.15 0.29 0.37
N -1.018 5.583 1.104 -0.03 0.18 0.14
N -0.931 3.482 2.010 -0.21 -0.11 0.13
C -2.937 0.206 -0.352 -0.68 1.52 0.01
O -3.869 0.144 0.438 -0.03 -0.13 0.02
O -2.178 -0.732 -0.716 0.86 -0.97 -0.25
H -1.560 2.205 -2.672 0.12 -0.27 -0.03
H -2.445 0.839 -2.877 0.20 0.04 0.09
H -1.843 2.069 -0.300 -0.14 -0.11 -0.06
H -4.402 2.185 -1.965 0.04 0.01 -0.04
H -3.320 3.520 -1.580 -0.03 -0.07 -0.01
H -5.163 1.955 0.274 -0.06 0.17 0.04
H -5.262 3.679 -0.141 -0.12 0.10 0.02
H -3.162 2.263 1.535 0.01 0.02 0.09
H -4.455 3.290 2.160 0.14 -0.06 0.00
H -3.406 5.116 0.755 0.22 -0.04 0.05
H -1.504 6.290 0.577 0.05 -0.18 -0.08
H -0.001 5.580 1.053 -0.14 0.02 0.00
H -1.378 2.597 2.208 -0.05 0.09 -0.10
H 0.080 3.403 1.808 -0.11 0.01 -0.08
```
Forces are in eV/Å.

Relative energy (zero: lowest compared OMol25 entry of this formula, charge and spin) = 78.9 kJ/mol
Max |F| = 2.51 eV/A
Calculated total energy = -4779.7400 Eh
LUMO energy (spin up / spin down) = -0.514 / -0.439 eV
2S+1 = 6
HOMO-LUMO gap (spin up / spin down) = 0.2159 / 0.2229 hartree
HOMO energy (spin up / spin down) = -6.388 / -6.504 eV

[3]
This record from the Open Molecules 2025 dataset describes C2H4N4 as an isolated structure at a distorted geometry. The level of theory is the ωB97M-V functional and the def2-TZVPD basis.

```
10
Properties=species:S:1:pos:R:3:forces:R:3
C 1.406 -0.833 0.144 1.83 -2.38 1.81
C -0.900 -0.270 0.234 -2.60 2.00 0.98
N 1.797 0.391 0.156 0.82 -1.01 0.43
N 0.209 -0.728 -0.611 0.93 -0.67 0.45
N 0.631 0.687 -0.586 0.04 0.91 -2.22
N -0.343 1.120 0.236 -2.05 -0.12 0.56
H 1.910 -1.759 0.666 -1.08 1.88 -1.44
H -1.921 -0.332 -0.244 1.23 -0.03 0.13
H -1.083 -0.563 1.301 0.77 -0.50 -0.86
H -1.707 2.288 -1.298 0.10 -0.08 0.17
```
Forces are in eV/Å.

Relative energy (zero: lowest compared OMol25 entry of this formula, charge and spin) = 921.1 kJ/mol
Max |F| = 3.50 eV/A
Calculated total energy = -297.2935 Eh
LUMO energy (spin up / spin down) = 0.168 / -0.572 eV
HOMO-LUMO gap (spin up / spin down) = 0.3417 / 0.3476 hartree
HOMO energy (spin up / spin down) = -9.130 / -10.031 eV

Question: The highest calculated total energy belongs to which entry?
Answer: C2H4N4

Question: Which of these has the lowest max |F|?
Answer: C42H42N11O4S4Sm